A structure of composition C14H29Cl10F4N4O4S2. Source: OMol25; level of theory: the ωB97M-V functional and the def2-TZVPD basis.

```
67
Properties=species:S:1:pos:R:3
N 1.877 -2.644 1.766
C 1.385 -2.224 0.439
N 2.532 -1.647 -0.284
N 0.869 -3.425 -0.190
C 0.293 -1.153 0.637
S -0.576 -0.577 -0.830
O -0.266 -1.460 -1.921
O -0.118 0.790 -0.984
N -2.136 -0.470 -0.508
S -2.890 -1.627 0.229
O -2.452 -2.968 -0.041
O -3.193 -1.320 1.600
C -4.523 -1.513 -0.636
F -4.877 -0.242 -0.895
F -4.422 -2.176 -1.815
C -5.623 -2.206 0.176
F -6.708 -2.372 -0.648
F -6.029 -1.448 1.205
H 1.188 -3.321 2.093
H 1.741 -1.855 2.394
H 2.316 -0.752 -0.707
H 3.302 -1.528 0.361
H 1.544 -4.156 0.020
H 0.890 -3.298 -1.195
H 0.787 -0.247 0.989
H -0.418 -1.467 1.401
H -5.294 -3.189 0.510
Cl 4.314 -0.170 3.292
C 4.272 -0.248 5.071
C 3.543 -1.472 5.567
Cl 1.797 -1.389 5.223
H 3.805 0.667 5.428
H 5.306 -0.282 5.413
H 3.650 -1.552 6.647
H 3.927 -2.377 5.102
Cl 3.087 2.166 -2.530
C 1.430 2.481 -3.113
C 1.269 2.149 -4.568
Cl 2.214 3.246 -5.636
H 1.208 3.528 -2.911
H 0.765 1.856 -2.521
H 0.223 2.258 -4.846
H 1.593 1.136 -4.787
Cl 1.638 6.630 -1.745
C 2.403 6.984 -3.317
C 3.493 6.001 -3.653
Cl 4.911 6.178 -2.583
H 2.782 8.002 -3.278
H 1.621 6.921 -4.072
H 3.838 6.174 -4.671
H 3.144 4.976 -3.574
Cl 4.012 3.709 4.880
C 2.615 4.165 3.862
C 1.329 3.563 4.365
Cl 1.295 1.799 4.150
H 2.830 3.845 2.846
H 2.548 5.251 3.890
H 0.495 3.972 3.797
H 1.180 3.776 5.421
Cl -6.800 -7.713 -3.018
C -7.082 -5.952 -2.900
C -5.903 -5.212 -2.330
Cl -5.637 -5.583 -0.610
H -7.970 -5.805 -2.291
H -7.279 -5.596 -3.910
H -6.083 -4.140 -2.394
H -4.983 -5.446 -2.860
```

For the HOMO-LUMO gap, the calculation gives 8.4 eV. Its net charge is -1. The value obtained for the largest force on an atom is 0.0135 Eh/bohr. The HOMO energy is -6.3322 eV.

Atomic partial charges in e from the natural (NBO) method, atoms 1 to 8: -0.84 0.40 -0.87 -0.84 -0.72 2.33 -0.98 -1.01

---

A cluster of 10 separate species, C31H89N7O10 in total at a distorted geometry. Source: OMol25; level of theory: the ωB97M-V functional and the def2-TZVPD basis.

```
137
Properties=species:S:1:pos:R:3
C 15.361 4.188 13.536
C 16.548 3.588 14.372
C 16.407 3.857 15.813
O 17.637 3.483 16.436
C 17.724 3.779 17.810
N 16.519 2.151 14.152
H 14.471 3.697 13.870
H 15.561 3.821 12.508
H 15.258 5.289 13.575
H 17.496 3.998 13.983
H 15.529 3.311 16.153
H 16.186 4.951 15.950
H 18.238 4.748 18.016
H 18.210 2.983 18.458
H 16.719 3.887 18.189
H 16.811 1.677 15.008
H 17.263 1.927 13.460
C 21.845 8.057 19.525
C 23.067 7.544 20.296
C 22.594 6.239 21.014
O 21.641 6.636 21.973
C 21.182 5.561 22.784
N 24.329 7.320 19.549
H 21.236 8.707 20.157
H 21.193 7.269 19.158
H 22.206 8.746 18.741
H 23.306 8.234 21.119
H 23.402 5.690 21.485
H 22.145 5.587 20.269
H 20.534 5.948 23.526
H 21.992 5.043 23.309
H 20.622 4.865 22.132
H 24.576 8.119 19.069
H 24.174 6.640 18.820
C 15.420 7.179 17.724
C 14.074 7.921 17.729
C 13.103 6.860 17.294
O 11.706 7.208 17.341
C 11.296 7.917 16.215
N 13.813 8.620 19.010
H 15.593 6.671 16.786
H 15.581 6.515 18.507
H 16.195 8.000 17.730
H 14.077 8.623 16.918
H 13.304 5.856 17.787
H 13.239 6.709 16.276
H 11.778 8.927 16.014
H 10.249 8.099 16.357
H 11.432 7.256 15.292
H 12.774 8.689 19.078
H 14.077 8.085 19.788
C 23.154 3.599 17.158
C 23.429 2.931 15.897
C 22.517 3.477 14.725
O 21.125 3.459 14.984
C 20.552 2.211 14.939
N 24.766 3.008 15.357
H 22.104 3.529 17.471
H 23.269 4.719 16.969
H 23.904 3.406 17.915
H 23.172 1.854 15.992
H 22.819 2.943 13.847
H 22.757 4.516 14.711
H 20.655 1.693 14.002
H 19.489 2.266 15.324
H 21.098 1.511 15.588
H 25.113 3.919 15.149
H 25.477 2.438 15.804
C 14.010 13.204 13.900
C 14.303 12.137 14.895
C 15.124 12.600 16.094
O 16.485 12.924 15.716
C 17.306 13.512 16.754
N 13.035 11.442 15.378
H 14.866 13.530 13.347
H 13.634 14.176 14.241
H 13.261 12.893 13.152
H 14.954 11.370 14.477
H 15.143 11.792 16.868
H 14.813 13.521 16.529
H 18.294 13.190 16.632
H 16.859 13.291 17.757
H 17.267 14.629 16.818
H 12.180 11.815 14.939
H 12.931 11.593 16.387
C 15.405 8.106 23.633
C 16.254 8.731 24.784
C 17.469 9.512 24.179
O 18.331 8.549 23.646
C 19.592 9.199 23.347
N 15.333 9.596 25.543
H 15.052 8.946 23.014
H 14.575 7.565 24.146
H 16.018 7.499 23.023
H 16.628 8.011 25.527
H 18.040 10.020 25.028
H 17.119 10.279 23.425
H 19.959 9.692 24.249
H 19.416 9.992 22.598
H 20.284 8.436 22.929
H 15.535 9.738 26.530
H 15.286 10.492 25.077
C 21.158 6.913 15.147
C 19.757 6.992 14.593
C 19.841 6.826 13.118
O 18.516 6.872 12.606
C 18.236 5.751 11.772
N 18.953 6.061 15.281
H 21.893 7.545 14.556
H 21.579 5.902 15.156
H 21.255 7.315 16.171
H 19.268 8.006 14.682
H 20.275 5.865 12.854
H 20.446 7.679 12.712
H 17.158 5.675 11.724
H 18.706 4.859 12.175
H 18.662 5.898 10.763
H 18.048 6.089 14.878
H 19.243 5.119 15.272
C 16.511 10.423 20.310
O 15.247 10.941 19.816
H 16.604 9.337 19.990
H 17.310 11.035 19.844
H 16.484 10.503 21.431
H 14.662 10.177 19.556
C 17.667 6.281 21.088
O 18.789 5.758 20.491
H 16.808 6.285 20.330
H 17.250 5.672 21.871
H 17.782 7.291 21.512
H 19.155 6.416 19.895
C 19.116 8.587 17.692
O 19.178 7.180 18.006
H 19.785 8.845 16.884
H 18.093 8.995 17.578
H 19.557 9.056 18.572
H 19.108 6.622 17.197
```

For the HOMO-LUMO gap, the calculation gives 9.6 eV. The value obtained for the largest force on an atom is 0.0766 Eh/bohr. The HOMO energy is -9.0374 eV.

Atomic partial charges in e from the Löwdin method, atoms 1 to 8: -0.05 -0.47 -0.22 -0.21 -0.09 0.04 0.06 0.08

---

A structure of composition C13H4CdNO5S3. Source: OMol25; level of theory: the ωB97M-V functional and the def2-TZVPD basis.

```
27
Properties=species:S:1:pos:R:3
Cd 0.745 -0.733 -2.112
O -1.285 5.229 -1.887
C -0.895 4.080 -1.892
C 0.535 3.623 -2.059
O 1.509 4.349 -2.181
C 0.495 2.158 -2.039
C -0.845 1.705 -1.837
O -1.164 0.475 -1.765
C -1.752 2.850 -1.731
O -2.960 2.838 -1.547
O 1.486 1.367 -2.166
S 3.220 -2.260 -1.174
C 2.176 -2.097 0.136
N 0.991 -1.519 0.105
C 0.347 -1.491 1.325
C -0.902 -0.920 1.559
C -1.431 -0.969 2.839
C -0.733 -1.579 3.886
C 0.515 -2.147 3.660
C 1.047 -2.096 2.378
S 2.565 -2.693 1.767
H -1.426 -0.440 0.738
H -2.399 -0.522 3.031
H -1.164 -1.604 4.880
H 1.066 -2.617 4.467
S -0.322 -3.121 -4.358
C 0.581 -1.868 -4.024
```

For the HOMO-LUMO gap (alpha / beta), the calculation gives 5.1 / 5.6 eV. Its net charge is -2. The value obtained for the largest force on an atom is 0.0068 Eh/bohr. Its spin multiplicity is 2. The HOMO energy (alpha / beta) is -0.8584 / -1.4029 eV.

Atomic partial charges in e from the natural (NBO) method, atoms 1 to 8: 1.60 -0.58 0.37 0.34 -0.61 0.25 0.25 -0.81

---

A cluster of 4 separate species, C2H14NO3 in total at a distorted geometry. Source: OMol25; level of theory: the ωB97M-V functional and the def2-TZVPD basis.

```
20
Properties=species:S:1:pos:R:3
C -1.804 -2.500 -0.784
N -0.892 -1.396 -0.293
C 0.463 -1.918 0.122
H -2.740 -2.059 -1.103
H -1.238 -3.101 -1.485
H -2.044 -3.112 0.086
H -1.330 -0.907 0.481
H -0.807 -0.685 -1.035
H 1.178 -1.459 -0.551
H 0.457 -3.000 0.093
H 0.708 -1.593 1.130
H 0.711 2.749 2.689
H -0.571 1.875 2.471
O 0.116 2.391 1.993
H 2.268 2.716 0.401
H 2.823 1.541 -0.391
O 2.095 1.774 0.217
H 0.521 1.613 -0.852
H -0.732 1.892 -1.641
O -0.197 1.138 -1.334
```

For the HOMO-LUMO gap (alpha / beta), the calculation gives 11.9 / 4.2 eV. Its net charge is +2. The value obtained for the largest force on an atom is 0.0279 Eh/bohr. Its spin multiplicity is 2. The HOMO energy (alpha / beta) is -19.4795 / -19.4452 eV.

Atomic partial charges in e from the natural (NBO) method, atoms 1 to 8: -0.41 -0.51 -0.42 0.25 0.25 0.23 0.42 0.47

---

A structure of composition C31H38N3OP2PdSSi2. Source: OMol25; level of theory: the ωB97M-V functional and the def2-TZVPD basis.

```
79
Properties=species:S:1:pos:R:3
Pd -1.477 -1.987 -1.012
C -1.083 1.765 -3.972
Si -0.583 0.118 -3.251
C -1.461 -1.235 -4.185
C 1.270 -0.110 -3.400
N -1.055 -0.041 -1.555
P -1.055 1.015 -0.359
C -0.016 0.425 0.966
P 0.731 -1.030 0.812
N 0.357 -2.200 -0.151
Si 1.344 -3.595 -0.739
C 1.019 -5.061 0.351
C 0.809 -3.948 -2.485
C 3.140 -3.089 -0.716
C 2.014 -1.360 1.986
C 1.950 -2.513 2.769
C 2.961 -2.772 3.679
C 4.030 -1.892 3.796
C 4.088 -0.741 3.020
C 3.076 -0.465 2.117
C 0.138 1.169 2.266
C -0.538 0.724 3.401
C -0.413 1.400 4.604
C 0.379 2.536 4.682
C 1.050 2.990 3.557
C 0.932 2.312 2.353
C -2.684 1.335 0.322
C -3.787 0.724 -0.266
C -5.058 0.950 0.245
C -5.227 1.786 1.338
C -4.128 2.409 1.919
C -2.858 2.188 1.415
C -0.370 2.599 -0.856
C -1.181 3.718 -1.013
C -0.639 4.901 -1.498
C 0.706 4.966 -1.829
C 1.521 3.851 -1.669
C 0.985 2.673 -1.179
H -1.000 1.698 -5.060
H -0.451 2.591 -3.645
H -2.122 2.012 -3.739
H -1.226 -1.151 -5.250
H -2.544 -1.157 -4.075
H -1.163 -2.236 -3.866
H 1.570 -0.220 -4.445
H 1.603 -1.000 -2.862
H 1.808 0.749 -2.996
H -0.054 -5.232 0.445
H 1.447 -4.940 1.347
H 1.468 -5.954 -0.089
H -0.224 -4.299 -2.521
H 1.439 -4.740 -2.897
H 0.907 -3.079 -3.136
H 3.549 -3.014 0.293
H 3.304 -2.136 -1.227
H 3.718 -3.846 -1.251
H 1.111 -3.190 2.676
H 2.914 -3.657 4.299
H 4.822 -2.102 4.502
H 4.922 -0.059 3.121
H 3.110 0.434 1.516
H -1.167 -0.157 3.334
H -0.936 1.038 5.479
H 0.476 3.066 5.621
H 1.676 3.871 3.618
H 1.463 2.665 1.480
H -3.657 0.079 -1.124
H -5.914 0.476 -0.216
H -6.217 1.961 1.736
H -4.263 3.072 2.763
H -2.009 2.693 1.861
H -2.234 3.668 -0.772
H -1.271 5.769 -1.623
H 1.124 5.888 -2.211
H 2.572 3.904 -1.924
H 1.620 1.805 -1.045
O -3.474 -2.232 -1.763
S -3.461 -3.650 -1.220
N -2.131 -3.904 -0.595
```

For the HOMO-LUMO gap, the calculation gives 8.2 eV. Its net charge is +1. The value obtained for the largest force on an atom is 0.0054 Eh/bohr. The HOMO energy is -11.5140 eV.

Atomic partial charges in e from the Löwdin method, atoms 1 to 8: 0.82 -0.16 0.36 -0.18 -0.16 -0.36 0.82 -0.41